Record 1
Below is C30H43F5OP2Ti as an isolated structure, with properties calculated with ωB97M-V/def2-TZVPD.

Geometry as XYZ:
```
82
Properties=species:S:1:pos:R:3
Ti -0.02359 -0.26426 1.85634
C -0.54528 -2.50414 2.29600
C 0.81827 -2.55610 1.83354
C 0.76641 -1.25387 3.76750
C -0.56422 -1.74205 3.52179
C 1.61777 -1.74314 2.71218
C -1.68097 -3.33069 1.80126
H -1.43928 -3.82135 0.85331
H -2.57809 -2.71501 1.64975
H -1.93888 -4.11003 2.53534
C -1.69297 -1.68033 4.48446
H -2.58699 -2.15379 4.06412
H -1.92751 -0.63891 4.71374
H -1.44631 -2.17454 5.43209
C 1.24470 -0.64160 5.03032
H 1.27106 -1.37254 5.85037
H 0.57205 0.16482 5.33089
H 2.25096 -0.22954 4.89940
C 3.10278 -1.68230 2.73498
H 3.50439 -2.29225 3.55978
H 3.45456 -0.65399 2.89292
H 3.52932 -2.05823 1.79947
C 1.37757 -3.54858 0.88335
H 1.73117 -4.43530 1.43812
H 2.23610 -3.13790 0.33606
H 0.62518 -3.88453 0.16375
C -1.87246 0.32981 -4.98970
C -1.75129 -1.00166 -5.08220
C -0.86391 -1.71153 -6.06484
C 0.50677 -1.06189 -6.36909
C 1.24762 -0.53078 -5.17410
C 1.12537 0.69157 -4.64366
C 0.23491 1.78149 -5.16024
C -1.10275 1.33679 -5.79690
H -1.38386 -1.83831 -7.02958
H 0.39925 -0.31143 -7.16186
H -0.67670 -2.72465 -5.68239
H -0.93552 1.01037 -6.83073
H -2.63450 0.77380 -4.33597
H -2.41880 -1.65548 -4.50936
H -1.73063 2.23982 -5.85599
H 0.00302 2.45990 -4.32605
H 1.79398 0.99102 -3.82609
H 0.77529 2.38315 -5.90953
H 1.13507 -1.86457 -6.78580
H 1.99478 -1.22900 -4.77455
P -0.94655 -0.32937 -0.46224
P 1.71052 0.94752 0.50482
C -0.12802 0.84671 -1.62418
C 0.93593 1.74343 -0.97445
H -0.92247 1.46175 -2.06869
H 0.30853 0.26604 -2.45037
H 1.75286 1.97270 -1.67575
H 0.49268 2.70247 -0.65808
C 2.58250 2.24314 1.40724
H 3.19773 1.76419 2.18397
H 1.86924 2.91572 1.90516
H 3.23025 2.82824 0.73834
C 3.03786 -0.05387 -0.23731
H 3.53455 0.54466 -1.01657
H 2.63570 -0.97553 -0.68170
H 3.77029 -0.32278 0.53455
C -2.69065 0.18943 -0.49601
H -3.28064 -0.54354 0.07276
H -3.06377 0.23877 -1.53016
H -2.79456 1.17305 -0.01435
C -0.95874 -1.90221 -1.38054
H 0.02854 -2.38228 -1.34069
H -1.22728 -1.73289 -2.43559
H -1.69127 -2.58580 -0.92893
F -2.09076 6.01319 5.00765
C -1.76001 4.83106 4.45758
C -1.45346 4.77056 3.09814
F -1.47681 5.89630 2.35045
C -1.11854 3.55877 2.53045
F -0.87274 3.51155 1.18806
C -1.04027 2.36481 3.28529
O -0.66325 1.21836 2.73693
C -1.37371 2.46844 4.64521
F -1.35114 1.34823 5.42244
C -1.71272 3.66869 5.22941
F -1.99379 3.73223 6.54488
```

**Net charge**: +2

Here are the Löwdin charges for atoms 1 to 5, given in e:
1. Ti 0.86
2. C -0.27
3. C -0.24
4. C -0.27
5. C -0.26

Record 2
Below is C32H66F4N11O3P3Ti as an isolated structure, with properties calculated with ωB97M-V/def2-TZVPD.

Geometry as XYZ:
```
120
Properties=species:S:1:pos:R:3
Ti -0.39259 -0.00975 0.59917
C 2.28233 3.64474 -0.42436
C 1.12438 4.34497 -1.13817
N -0.19079 3.77193 -0.82643
C -1.26459 3.79788 -1.85014
C -0.97509 4.55434 -3.13881
C -0.62095 4.04299 0.53057
C -0.38827 2.88240 1.50321
N -1.07975 1.65061 1.04307
C -2.49407 1.70980 0.88190
C -3.02598 1.04451 -0.21026
F -2.11875 0.37164 -0.98390
C -4.36573 0.97830 -0.48323
F -4.77345 0.29800 -1.55250
C -5.25962 1.60537 0.35797
C -4.76402 2.25663 1.46953
F -5.58176 2.84732 2.31496
C -3.40698 2.30357 1.73971
F -2.99811 2.91039 2.84481
H 2.14221 2.56095 -0.46003
H 3.23250 3.89896 -0.89994
H 2.36403 3.94892 0.62588
H 1.28922 4.28446 -2.21085
H 1.15583 5.41125 -0.88026
H -2.15401 4.25542 -1.40905
H -1.56282 2.76988 -2.10848
H -1.88853 4.59009 -3.73628
H -0.67187 5.58364 -2.94372
H -0.19629 4.08985 -3.75220
H -1.68240 4.29770 0.54566
H -0.08996 4.90846 0.94582
H -0.73602 3.14625 2.49760
H 0.66974 2.65755 1.54254
H -6.32620 1.58581 0.15785
C 1.05102 -5.30732 1.60300
N 1.10283 -4.14831 0.67077
C 2.19482 -4.24891 -0.32590
P -0.19532 -3.30400 0.23317
O 0.14332 -1.85608 -0.13066
O -1.06909 -3.29508 1.60161
P -1.99068 -2.18149 2.28667
O -1.86078 -0.94678 1.35229
N -3.49949 -2.62614 2.45713
C -3.87206 -3.68233 3.44280
C -4.53190 -2.32914 1.44171
N -1.31039 -1.97832 3.74092
C 0.16169 -1.98408 3.76767
C -1.92919 -0.91068 4.57957
N -1.04832 -3.97405 -0.95334
C -2.19629 -3.25298 -1.52869
C -1.18801 -5.45134 -1.00948
H 1.06316 -6.24833 1.05071
H 0.16553 -5.27582 2.23134
H 1.93262 -5.27576 2.24162
H 2.06272 -5.11438 -0.98031
H 3.13751 -4.36081 0.20552
H 2.24432 -3.34687 -0.93661
H -3.07518 -3.84956 4.16179
H -4.09046 -4.61266 2.92002
H -4.76300 -3.35857 3.97786
H -4.18217 -1.57505 0.74003
H -5.42055 -1.95105 1.94249
H -4.79908 -3.23579 0.90145
H 0.56201 -2.93000 3.41564
H 0.48810 -1.83539 4.79354
H 0.59618 -1.17660 3.17136
H -3.01478 -0.98866 4.56176
H -1.63615 0.08772 4.24254
H -1.60096 -1.04749 5.60670
H -2.03919 -2.17790 -1.49844
H -3.11968 -3.49646 -0.99772
H -2.32078 -3.56129 -2.56581
H -0.30412 -5.94321 -0.61002
H -1.29608 -5.75105 -2.04943
H -2.06638 -5.78725 -0.45378
C 0.07981 -0.46547 -5.65358
N -0.00610 1.00949 -5.20418
C 1.41658 1.61094 -5.26571
N 2.31434 0.83747 -4.47401
C 2.34678 -0.55561 -4.93218
N 1.01741 -1.17352 -4.84242
C 0.57314 -1.37528 -3.46472
P 0.41889 0.24213 -2.54596
C -0.59854 1.12944 -3.82406
C 2.07357 0.95574 -3.03623
H 0.39680 -0.44809 -6.69244
H -0.92274 -0.88056 -5.58321
H -0.60341 1.51903 -5.85941
H 1.34484 2.63914 -4.91879
H 1.70565 1.59659 -6.31277
H 3.05315 -1.12226 -4.32726
H 2.68436 -0.58567 -5.96644
H 1.27795 -2.02174 -2.93974
H -0.39359 -1.88076 -3.45749
H -0.68281 2.18605 -3.56556
H -1.60147 0.70826 -3.84406
H 2.86392 0.42875 -2.49880
H 2.11656 2.00277 -2.72975
C 2.36008 2.93369 3.64060
C 2.02277 1.47183 3.39231
N 3.03659 0.76814 2.56569
C 4.41298 0.72229 3.15588
C 5.38148 1.72047 2.53862
C 2.75525 0.26053 1.40818
C 3.80612 -0.41314 0.57501
N 1.48736 0.35728 0.90235
H 1.52005 3.40610 4.15305
H 2.54109 3.47025 2.70491
H 3.23481 3.04973 4.28069
H 1.06297 1.38772 2.90262
H 1.96887 0.93006 4.33608
H 4.79193 -0.29397 3.09271
H 4.28494 0.93696 4.21387
H 5.60974 1.50020 1.49388
H 6.31984 1.67712 3.09417
H 5.00095 2.74175 2.60541
H 4.46892 -1.02437 1.18316
H 4.42329 0.32706 0.06255
H 3.33395 -1.05561 -0.16471
H 1.56350 0.06355 -0.09139
```

**Net charge**: +4
**Relative energy (zero: lowest compared OMol25 entry of this formula, charge and spin)**: 216.7 kJ/mol

Here are the Löwdin charges for atoms 1 to 5, given in e:
1. Ti 1.10
2. C -0.07
3. C -0.23
4. N -0.15
5. C -0.23

Record 3
Below is a 5-piece molecular cluster, C19H49BrNO16P4 overall, with properties calculated with ωB97M-V/def2-TZVPD.

Geometry as XYZ:
```
90
Properties=species:S:1:pos:R:3
C 1.97973 7.50234 -0.59523
C 0.57433 7.69370 -1.29561
Br -0.80472 7.03009 -0.02400
C 0.45063 7.02791 -2.73062
N 1.75311 6.61582 -3.31310
C 2.39161 5.48966 -3.12654
C 3.76547 5.45831 -3.88657
C 3.98653 7.00451 -4.25104
C 2.49576 7.50724 -4.22917
H 1.88186 7.90780 0.44964
H 2.83616 7.96931 -1.15344
H 2.22174 6.40156 -0.47388
H 0.43634 8.80536 -1.42712
H -0.26804 6.15896 -2.76060
H 0.00292 7.80228 -3.41926
H 1.89101 4.75963 -2.44360
H 3.80731 4.79628 -4.78573
H 4.53157 5.29443 -3.06908
H 4.53797 7.63828 -3.50077
H 4.58015 7.14248 -5.19269
H 2.07727 7.32396 -5.27153
H 2.33113 8.61539 -4.12829
C -2.62527 2.61012 1.33448
O -2.49726 2.76572 2.74901
P -1.11210 2.13675 3.53751
O -1.39955 2.97406 4.77436
O -0.09637 2.92143 2.51939
C -0.04731 4.33727 2.56130
O 0.23515 1.36787 4.25115
C 0.02503 0.77648 5.52954
H -3.62388 2.23531 1.10698
H -2.51062 3.59083 0.86578
H -1.88387 1.92526 0.92470
H -0.85564 4.77048 3.15188
H -0.13114 4.71240 1.53840
H 0.91344 4.65037 2.97283
H -0.94198 0.27031 5.56357
H 0.08067 1.54074 6.30454
H 0.81713 0.04593 5.70143
C -3.98010 -6.20827 4.81790
O -3.94618 -4.90794 4.22161
P -3.39970 -3.57660 5.14914
O -3.20330 -2.68267 3.93127
O -2.01890 -4.34905 5.55834
C -1.03584 -4.58121 4.55935
O -3.04094 -2.37609 6.31050
C -3.75052 -1.14962 6.19153
H -4.94957 -6.66608 4.61704
H -3.20615 -6.82266 4.35302
H -3.81573 -6.17433 5.89394
H -1.40207 -4.38297 3.55171
H -0.73709 -5.63010 4.61363
H -0.16459 -3.95681 4.76148
H -4.79609 -1.33685 5.93856
H -3.28324 -0.52277 5.43172
H -3.70140 -0.62935 7.14967
C 0.64043 3.87773 -5.77736
O 1.14866 2.74636 -6.47850
P 0.77203 1.16825 -5.90942
O 1.19053 0.49939 -7.20915
O -0.82935 1.49658 -5.88744
C -1.51759 1.66304 -7.12139
O 0.46011 -0.27616 -5.05238
C 1.49239 -1.25729 -5.06179
H 1.45540 4.58871 -5.61272
H -0.11664 4.36113 -6.39820
H 0.20121 3.60400 -4.81682
H -0.84242 1.74479 -7.97356
H -2.10758 2.58044 -7.06179
H -2.19275 0.82044 -7.26944
H 2.47090 -0.78573 -4.94830
H 1.45207 -1.82765 -5.98942
H 1.32366 -1.93753 -4.22559
C -0.96631 -9.09801 -0.61158
O -0.80493 -8.76655 0.77010
P 0.58751 -9.31490 1.60427
O 0.39046 -8.35143 2.76584
O 1.57429 -8.68575 0.46123
C 1.68397 -7.27575 0.34748
O 1.93895 -10.12206 2.26673
C 1.79747 -10.61174 3.59573
H -1.97525 -9.48106 -0.76980
H -0.84748 -8.18742 -1.20253
H -0.24419 -9.84161 -0.94585
H 0.92786 -6.74569 0.92757
H 1.55936 -7.00805 -0.70438
H 2.67789 -6.96746 0.67337
H 0.80734 -11.04915 3.73999
H 1.96185 -9.80314 4.30767
H 2.55528 -11.37993 3.75844
```

**Net charge**: +1

Here are the Löwdin charges for atoms 1 to 5, given in e:
1. C -0.15
2. C -0.67
3. Br 0.73
4. C -0.15
5. N -0.08

Record 4
Below is C37H67F2IN3O12S4 as an isolated structure, with properties calculated with ωB97M-V/def2-TZVPD.

Geometry as XYZ:
```
126
Properties=species:S:1:pos:R:3
C 21.85400 33.68100 14.34400
C 22.55400 34.34600 15.46700
O 23.24400 33.58500 16.27700
N 22.16700 35.69100 15.79600
H 22.33700 36.31800 14.85600
H 21.12900 35.62200 15.89200
C 22.76700 36.31300 16.96600
H 20.97900 33.13700 14.62600
H 22.46200 32.71400 13.88800
H 21.79400 34.32500 13.60200
H 23.88000 36.13600 16.99900
H 22.46000 35.86100 17.90900
H 22.45200 37.32900 16.95200
C 15.69800 34.56500 14.81100
C 16.44500 33.77500 15.93400
O 15.99400 33.48800 17.02500
N 17.96100 33.50900 15.72400
H 18.18800 33.18800 14.62000
H 18.45000 34.37100 15.70500
C 18.66900 32.52600 16.70700
H 14.76500 34.84400 15.00200
H 15.60900 34.02900 13.87300
H 16.03000 35.53500 14.57600
H 18.34200 31.52800 16.58700
H 18.08000 32.55300 17.67400
H 19.82300 32.46400 16.73900
C 18.97400 39.23000 14.57400
C 18.93400 38.25100 13.42300
O 18.62300 38.63700 12.33200
N 19.47800 36.93300 13.54000
H 20.45600 36.94900 13.33000
H 19.38400 36.52300 14.26700
C 19.17900 35.87000 12.52700
H 19.54700 38.87900 15.46300
H 18.11600 39.45200 14.90500
H 19.47100 39.93100 14.17700
H 19.40100 36.07500 11.43400
H 18.02700 35.70900 12.33000
H 19.57100 34.90200 12.69200
I 18.43400 31.96200 12.73300
O 19.49300 35.70400 15.96200
H 19.64500 36.26500 16.66400
F 13.67100 32.62700 10.19100
C 12.97800 33.71300 10.44600
C 11.76000 34.02100 9.71900
C 11.03000 35.03800 10.25900
C 11.42900 35.76200 11.34900
C 12.69300 35.60400 11.89500
C 13.41700 34.51800 11.50400
H 11.13300 33.37400 9.00200
H 10.15400 35.30100 9.65200
H 10.85500 36.61300 11.87900
H 12.87200 36.13000 12.81500
H 14.28400 34.02000 11.92400
F 8.67800 33.53900 17.67000
C 9.94600 33.88700 17.46200
C 11.03400 33.18200 17.95800
C 12.33300 33.71000 17.80100
C 12.49200 35.05200 17.28200
C 11.44400 35.82100 16.90600
C 10.12500 35.24300 16.98600
H 10.85100 32.09900 18.53100
H 13.36400 33.42000 17.97800
H 13.54300 35.46500 17.19200
H 11.69500 36.85500 16.62900
H 9.03800 35.90700 16.97300
C 15.69800 33.74500 20.71100
C 14.38800 32.99900 21.14100
C 14.32000 32.99400 22.61600
S 14.85800 34.58300 23.10100
O 15.50500 34.42400 24.36100
O 13.79000 35.47800 22.83600
C 16.15300 34.79800 21.82100
H 15.40700 34.17900 19.70100
H 16.44700 33.06400 20.45800
H 14.59500 32.06000 20.55100
H 13.64000 33.68500 20.70200
H 14.81800 32.07600 23.09600
H 13.38200 33.03200 22.91800
H 17.08400 34.77100 22.36300
H 16.08100 35.88500 21.60200
C 22.42200 31.54500 18.90100
C 22.54900 32.13400 20.26800
C 21.36700 32.17900 20.95700
S 20.49800 30.69700 20.47600
O 19.16600 30.95300 19.91100
O 20.79900 29.65400 21.38000
C 21.48800 30.30700 19.08700
H 23.36300 31.24000 18.44400
H 21.94400 32.30600 18.16500
H 23.06200 33.00000 20.22200
H 23.22300 31.49300 20.73300
H 20.56600 32.89700 20.59400
H 21.60900 32.34000 21.93800
H 20.87700 29.83900 18.30900
H 21.97900 29.30100 19.31800
C 15.48800 28.43700 17.36100
C 16.84800 29.04200 16.78600
C 17.71600 28.81200 17.79600
S 17.44600 27.22500 18.47100
O 17.67700 27.29900 19.90200
O 18.08700 26.23400 17.65000
C 15.72600 27.04100 18.10000
H 14.97200 28.53400 16.41800
H 15.03500 29.32900 17.76700
H 16.82300 29.91100 16.32600
H 17.02400 28.29700 15.97200
H 17.60400 29.66100 18.57000
H 18.73200 28.66700 17.63300
H 15.09600 26.66600 18.76900
H 15.76100 26.15700 17.21400
C 21.62400 27.49200 15.88400
C 20.57800 27.64300 14.77300
C 20.40300 28.97500 14.58500
S 21.90000 29.79100 14.88500
O 21.61900 30.90200 15.78700
O 22.80000 30.07700 13.82300
C 22.67900 28.46400 15.80700
H 21.94600 26.30400 16.03500
H 21.13900 27.65700 16.84800
H 19.76000 26.80800 14.84700
H 21.14400 27.21000 13.89600
H 19.63300 29.59300 15.18000
H 20.26700 29.30900 13.39200
H 22.94500 28.87900 16.77900
H 23.71200 28.14300 15.34400
```

**Net charge**: +1
**Relative energy (zero: lowest compared OMol25 entry of this formula, charge and spin)**: 323.9 kJ/mol

Here are the Löwdin charges for atoms 1 to 5, given in e:
1. C -0.01
2. C -0.33
3. O 0.08
4. N 0.01
5. H 0.25

Record 5
Below is a 2-piece molecular cluster, C6H15NO overall, with properties calculated with ωB97M-V/def2-TZVPD.

Geometry as XYZ:
```
23
Properties=species:S:1:pos:R:3
C -2.60478 -0.54723 0.45565
C -1.96871 0.56842 1.04292
C -2.19455 1.85788 0.12301
N -1.01307 2.20133 -0.66940
O -3.26366 2.29805 -0.25145
H -2.73527 -0.54843 -0.69904
H -3.62538 -0.66483 0.79759
H -2.08572 -1.49253 0.40838
H -2.16533 0.83711 2.04829
H -0.89605 0.55025 0.77638
H -1.22092 2.60805 -1.47894
H -0.06425 1.75421 -0.70546
C 1.99682 -1.95310 -0.75050
C 1.58730 -0.62562 -0.31454
C 2.67651 0.13869 0.49060
H 1.83180 -2.64609 0.12682
H 3.05369 -1.97190 -0.91842
H 1.66096 -2.33698 -1.67928
H 1.26365 0.08896 -1.16134
H 0.70969 -0.73321 0.26741
H 3.72892 0.13523 -0.06970
H 2.17898 1.02184 0.87417
H 3.14938 -0.54009 1.28683
```

**SMILES**: CCC(N)=O.CCC
**Relative energy (zero: lowest compared OMol25 entry of this formula, charge and spin)**: 270.0 kJ/mol

Here are the Löwdin charges for atoms 1 to 5, given in e:
1. C -0.14
2. C -0.19
3. C -0.42
4. N 0.13
5. O 0.05

For each record above, in turn, the calculated orbital gap values are 5.79; 6.09; 6.25; 6.16; 10.49 eV.
For each record above, in turn, the calculated DFT total energy values are -89121.4921; -118610.2231; -161931.2633; -125347.6260; -10000.9591 eV.
For each record above, in turn, the calculated F_max values are 0.0436; 0.0244; 0.1783; 0.2926; 0.1196 Eh/bohr.